Formula: C11H23AlINO2P2
Source: the Open Molecules 2025 dataset
Level of theory: ωB97M-V/def2-TZVPD

```
! RIJCOSX wB97M-V def2-TZVPD def2/J DEFGRID3
* xyz 2 1
Al 0.105 0.204 -0.032
P 0.177 -1.435 1.638
C -1.319 -0.717 2.439
C -1.316 0.780 2.441
N -0.832 1.365 1.312
C -1.021 2.683 1.065
C -1.504 3.494 2.068
C -1.928 2.949 3.273
C -1.873 1.560 3.458
C -0.672 3.170 -0.297
P -0.660 1.807 -1.548
H -2.242 1.059 4.369
H -1.602 4.549 1.868
H -2.345 3.571 4.071
H -1.432 3.877 -0.629
H 0.316 3.642 -0.310
H -2.172 -1.097 1.797
H -1.391 -1.126 3.443
H -3.205 -1.277 -1.269
O -3.099 -1.481 -0.291
H -4.021 -1.620 -0.014
H -1.969 -1.235 -2.972
O -2.927 -1.036 -2.917
H -3.326 -1.168 -3.789
C -2.401 1.722 -1.988
H -2.743 2.718 -2.316
H -2.518 0.954 -2.773
H -2.974 1.383 -1.108
C 0.295 2.363 -2.968
H 0.232 1.570 -3.726
H -0.118 3.301 -3.369
H 1.349 2.479 -2.675
C 1.485 -1.224 2.905
H 1.193 -1.735 3.832
H 2.393 -1.674 2.491
H 1.684 -0.163 3.085
C -0.126 -3.195 1.556
H 0.637 -3.601 0.882
H -0.032 -3.656 2.547
H -1.120 -3.357 1.125
I 2.495 1.020 -0.099
*
```

Values from the calculation:
Highest occupied orbital energy in eV: -15.425
HOMO-LUMO gap in eV: 8.202

Formula: C4H10N2O2
Source: the Open Molecules 2025 dataset
Level of theory: ωB97M-V/def2-TZVPD

```
! RIJCOSX wB97M-V def2-TZVPD def2/J DEFGRID3
* xyz 0 1
C -1.680 -0.033 -2.306
C -1.651 1.143 -1.326
N -2.836 1.451 -0.708
O -0.621 1.850 -0.988
H -2.190 -0.957 -1.952
H -0.615 -0.445 -2.282
H -1.964 0.399 -3.343
H -3.034 2.179 -0.130
H -3.771 0.976 -0.790
C 2.473 0.012 1.864
C 1.775 -1.278 1.386
N 0.773 -0.900 0.500
O 2.103 -2.424 1.770
H 1.888 0.837 1.553
H 3.324 0.082 1.243
H 2.592 0.044 2.952
H 0.061 -1.567 0.132
H 0.781 0.129 0.110
*
```

Values from the calculation:
Highest occupied orbital energy in eV: -9.535
HOMO-LUMO gap in eV: 10.014
SMILES: CC(N)=O.CC(N)=O

Formula: C10H24N3O4V
Source: the Open Molecules 2025 dataset
Level of theory: ωB97M-V/def2-TZVPD

```
! RIJCOSX wB97M-V def2-TZVPD def2/J DEFGRID3
* xyz 1 4
V -3.371 3.109 -0.281
C -0.826 1.349 1.420
O -1.728 1.801 0.471
H -0.206 0.502 1.127
H -0.068 2.108 1.612
H -1.298 1.104 2.371
C 1.042 -2.659 2.030
O 2.225 -2.632 2.193
N 0.143 -2.192 2.907
C -1.301 -2.166 2.665
C 0.542 -1.446 4.087
H 0.641 -3.011 1.067
H -1.933 -2.490 3.491
H -1.574 -2.892 1.899
H -1.752 -1.211 2.395
H 0.268 -2.142 4.879
H 1.588 -1.140 4.116
H -0.052 -0.538 4.192
C 0.149 -2.392 -1.778
O 0.789 -3.471 -1.617
N -1.202 -2.222 -1.784
C -1.826 -0.924 -1.933
C -2.054 -3.367 -1.323
H 0.671 -1.424 -1.825
H -2.758 -0.947 -2.498
H -1.073 -0.183 -2.201
H -2.130 -0.630 -0.928
H -2.717 -3.130 -0.491
H -2.511 -3.688 -2.258
H -1.452 -4.237 -1.058
C 1.947 3.026 -3.278
O 2.501 3.494 -4.288
N 2.128 3.284 -2.006
C 3.115 4.259 -1.631
C 1.014 2.836 -1.150
H 1.011 2.464 -3.421
H 2.919 5.202 -2.141
H 4.145 3.991 -1.866
H 2.908 4.439 -0.576
H 0.338 3.625 -0.821
H 0.392 2.058 -1.593
H 1.354 2.480 -0.177
*
```

Values from the calculation:
Highest occupied orbital energy (alpha / beta) in eV: -11.452 / -11.452
HOMO-LUMO gap (alpha / beta) in eV: 4.240 / 4.680

Formula: C28H33F10N5OPt
Source: the Open Molecules 2025 dataset
Level of theory: ωB97M-V/def2-TZVPD

```
! RIJCOSX wB97M-V def2-TZVPD def2/J DEFGRID3
* xyz -2 3
Pt -1.036 -0.551 -0.016
C -0.673 -1.008 3.132
N -1.603 -1.384 2.068
C -1.671 -2.855 1.953
C -0.657 -3.403 0.963
N -1.088 -2.971 -0.344
C -0.550 -3.478 -1.445
C 0.627 -4.259 -1.605
F 1.352 -4.642 -0.511
C 1.116 -4.678 -2.829
F 2.261 -5.402 -2.878
C 0.467 -4.371 -4.002
F 0.968 -4.745 -5.209
C -0.731 -3.671 -3.905
F -1.439 -3.443 -5.034
C -1.214 -3.251 -2.695
F -2.440 -2.701 -2.675
C -2.942 -0.825 2.327
C -2.969 0.650 2.710
N -2.241 1.498 1.800
C -2.264 2.797 2.008
C -1.548 3.658 1.103
F -0.838 3.082 0.113
C -1.534 5.025 1.165
F -0.845 5.732 0.240
C -2.207 5.714 2.168
F -2.202 7.075 2.222
C -2.880 4.953 3.097
F -3.529 5.580 4.109
C -2.903 3.574 3.036
F -3.585 2.968 4.059
H -1.091 -1.259 4.122
H -0.459 0.057 3.076
H 0.263 -1.545 2.992
H -2.664 -3.129 1.595
H -1.522 -3.301 2.949
H -0.633 -4.498 1.059
H 0.341 -3.029 1.246
H -3.412 -1.362 3.171
H -3.531 -1.004 1.427
H -2.582 0.732 3.737
H -4.036 0.912 2.769
C 2.086 2.301 1.215
N 3.130 1.296 1.068
C 4.407 1.713 0.541
C 5.439 0.659 0.893
C 5.054 -0.640 0.210
N 3.635 -0.885 0.335
C 3.142 -2.177 -0.100
C 2.730 -0.022 0.933
O 1.627 -0.391 1.271
H 2.316 2.980 2.041
H 1.139 1.800 1.405
H 1.979 2.884 0.296
H 4.660 2.677 0.987
H 4.370 1.853 -0.551
H 5.429 0.525 1.978
H 6.443 0.961 0.589
H 5.607 -1.480 0.649
H 5.329 -0.597 -0.853
H 3.464 -2.988 0.563
H 3.507 -2.387 -1.110
H 2.055 -2.153 -0.119
C -0.377 2.224 -3.037
C -1.235 0.962 -2.800
C -2.611 1.385 -2.276
C -1.407 0.254 -4.153
C -0.535 0.048 -1.820
H -0.910 2.959 -3.659
H 0.551 1.951 -3.551
H -0.119 2.693 -2.086
H -3.041 2.192 -2.885
H -2.531 1.717 -1.238
H -3.290 0.528 -2.291
H -1.790 0.947 -4.917
H -2.107 -0.582 -4.064
H -0.447 -0.142 -4.503
H 0.425 -0.303 -2.233
*
```

Values from the calculation:
Highest occupied orbital energy (alpha / beta) in eV: 0.404 / -0.970
HOMO-LUMO gap (alpha / beta) in eV: 3.844 / 5.216

Formula: CH3FNO2S
Source: the Open Molecules 2025 dataset
Level of theory: ωB97M-V/def2-TZVPD

```
! RIJCOSX wB97M-V def2-TZVPD def2/J DEFGRID3
* xyz -1 1
C -2.544 -0.519 0.701
N 1.198 -0.165 -0.595
O -1.261 1.757 0.903
O -1.765 1.142 -1.406
F -2.884 -1.539 -0.154
S -1.434 0.675 -0.092
H -1.831 -0.884 1.546
H 0.564 -0.485 -1.310
H 1.411 0.908 -0.955
*
```

Values from the calculation:
Highest occupied orbital energy (alpha / beta) in eV: -3.453 / -3.445
HOMO-LUMO gap (alpha / beta) in eV: 6.429 / 6.421

Formula: C3H7O3
Source: the Open Molecules 2025 dataset
Level of theory: ωB97M-V/def2-TZVPD

```
! RIJCOSX wB97M-V def2-TZVPD def2/J DEFGRID3
* xyz -1 1
O -2.240 2.201 2.562
C -1.898 1.435 1.659
O -0.826 0.954 1.299
H -2.758 1.256 0.841
H 0.631 0.852 0.530
C 0.727 -0.112 -1.091
O 1.314 0.862 -0.155
C 0.953 -1.583 -0.583
H -0.373 0.075 -1.205
H 1.326 -0.076 -2.091
H 0.475 -2.278 -1.317
H 2.001 -1.814 -0.824
H 0.668 -1.770 0.373
*
```

Values from the calculation:
Highest occupied orbital energy in eV: -4.221
HOMO-LUMO gap in eV: 8.224

Formula: C26H26N4O2STc
Source: the Open Molecules 2025 dataset
Level of theory: ωB97M-V/def2-TZVPD

```
! RIJCOSX wB97M-V def2-TZVPD def2/J DEFGRID3
* xyz 4 4
N 1.771 4.249 -0.772
C 1.050 5.091 -0.416
C 0.091 6.108 0.017
H -0.938 5.725 -0.066
H 0.170 7.018 -0.594
H 0.265 6.392 1.063
N 3.629 -2.128 -2.167
C 4.359 -2.767 -1.528
C 5.360 -3.592 -0.862
H 6.346 -3.421 -1.317
H 5.112 -4.657 -0.955
H 5.409 -3.343 0.206
N -5.325 -0.086 0.481
C -5.180 -1.216 0.251
C -5.089 -2.638 -0.027
H -4.305 -3.099 0.601
H -4.863 -2.794 -1.097
H -6.069 -3.088 0.209
Tc -0.379 -0.238 -0.269
C -0.470 -2.017 0.427
O -0.462 -3.079 0.922
C 1.419 -0.013 0.292
O 2.530 0.091 0.637
C 0.432 1.340 -2.316
C -0.961 1.480 -2.268
C -1.783 0.353 -2.397
C -1.194 -0.923 -2.443
C 0.201 -1.052 -2.601
C 1.008 0.090 -2.572
H 1.067 2.234 -2.236
H -1.400 2.474 -2.179
H -2.865 0.460 -2.396
H -1.820 -1.809 -2.523
H 0.673 -2.020 -2.747
H 2.080 -0.025 -2.747
N -1.360 0.831 1.091
S -0.709 1.141 2.613
C -1.771 2.371 3.377
C -3.136 2.481 3.108
C -3.905 3.388 3.849
C -3.314 4.178 4.845
C -1.936 4.073 5.098
C -1.156 3.192 4.346
C -1.160 -0.346 3.497
C -0.220 -0.902 4.378
C -0.566 -2.046 5.103
C -1.822 -2.632 4.920
C -2.745 -2.074 4.034
C -2.410 -0.923 3.318
H -2.251 1.276 0.868
H -3.608 1.862 2.341
H -4.976 3.460 3.640
H -3.928 4.867 5.432
H -1.472 4.677 5.883
H -0.076 3.109 4.496
H 0.762 -0.447 4.452
H 0.147 -2.480 5.798
H -2.085 -3.532 5.474
H -3.728 -2.519 3.884
H -3.094 -0.496 2.589
*
```

Values from the calculation:
Highest occupied orbital energy (alpha / beta) in eV: -20.163 / -20.163
HOMO-LUMO gap (alpha / beta) in eV: 6.371 / 3.647

Formula: C2
Source: the Open Molecules 2025 dataset
Level of theory: ωB97M-V/def2-TZVPD

```
! RIJCOSX wB97M-V def2-TZVPD def2/J DEFGRID3
* xyz 0 1
C 0.000 0.000 0.752
C 0.000 0.000 -0.752
*
```

Values from the calculation:
Highest occupied orbital energy in eV: -10.943
HOMO-LUMO gap in eV: 6.853

Number 1: E_tot -1860.62749 a.u.. Number 2: E_tot -418.39358 a.u.. Number 3: E_tot -1804.16523 a.u.. Number 4: E_tot -2553.59291 a.u.. Number 5: E_tot -743.06922 a.u.. Number 6: E_tot -344.26233 a.u.. Number 7: E_tot -1853.10289 a.u.. Number 8: E_tot -75.85586 a.u..